Record 1
Density functional theory data (ωB97M-V/def2-TZVPD) for a structure of composition C37H37BF3N12S2TaTe in a non-equilibrium geometry.

XYZ file:
```
94
C37H37BF3N12S2TaTe, DFT ωB97M-V/def2-TZVPD
Ta 0.399 -0.511 -0.002
C 0.448 2.322 2.590
C -0.803 1.575 2.274
C -2.008 1.732 2.938
C -2.897 0.877 2.309
N -2.250 0.241 1.333
N -0.958 0.664 1.277
B -2.897 -0.657 0.243
N -2.220 -2.066 0.265
C -2.769 -3.255 0.040
C -1.778 -4.227 0.069
C -0.596 -3.554 0.298
C 0.750 -4.168 0.446
N -0.858 -2.212 0.398
N -2.507 -0.022 -1.098
C -3.275 0.248 -2.149
C -2.474 0.706 -3.177
C -1.180 0.671 -2.694
C -0.009 1.105 -3.501
N -1.179 0.223 -1.402
N -4.356 -0.772 0.497
C -4.995 -1.515 1.453
C -6.271 -1.052 1.556
C -6.354 0.019 0.624
C -7.530 0.870 0.306
N -5.196 0.187 0.014
H 0.460 2.569 3.650
H 0.485 3.260 2.032
H 1.355 1.762 2.363
H -2.213 2.396 3.760
H -3.945 0.690 2.483
H -3.831 -3.343 -0.119
H -1.904 -5.289 -0.049
H 0.629 -5.234 0.628
H 1.307 -3.738 1.278
H 1.336 -4.051 -0.468
H -4.343 0.123 -2.073
H -2.788 1.032 -4.154
H -0.148 2.142 -3.812
H 0.050 0.494 -4.403
H 0.944 1.021 -2.995
H -4.496 -2.306 1.990
H -7.050 -1.426 2.198
H -8.326 0.273 -0.140
H -7.249 1.654 -0.394
H -7.931 1.331 1.208
C 5.656 -0.251 -0.156
N 4.810 -0.026 1.018
C 5.203 0.694 2.126
C 4.199 0.644 3.021
N 3.189 -0.122 2.452
C 3.583 -0.515 1.220
S 2.686 -1.457 0.076
C 2.045 -0.611 3.138
C 2.156 -0.780 4.510
C 1.071 -1.263 5.216
C -0.078 -1.577 4.509
C -0.094 -1.384 3.147
N 0.944 -0.897 2.429
H 6.098 0.697 -0.454
H 5.045 -0.647 -0.961
H 6.439 -0.962 0.098
H 6.161 1.184 2.176
H 4.108 1.098 3.992
H 3.090 -0.576 5.010
H 1.132 -1.405 6.287
H -0.957 -1.971 4.999
H -0.985 -1.625 2.592
F 1.088 -3.539 -4.431
C 2.347 -3.586 -3.980
F 2.327 -4.245 -2.803
F 3.068 -4.303 -4.831
C 2.919 -2.197 -3.802
C 4.034 -1.810 -4.531
C 4.561 -0.538 -4.350
C 3.951 0.295 -3.432
N 2.879 -0.070 -2.726
C 2.362 -1.276 -2.908
S 0.844 -1.700 -2.073
H 4.482 -2.500 -5.232
H 5.420 -0.203 -4.913
H 4.319 1.300 -3.257
Te 1.892 1.760 -0.568
C 0.730 3.470 -0.789
C -0.670 3.482 -0.813
C -1.332 4.687 -0.945
C -0.612 5.875 -1.064
C 0.777 5.864 -1.049
C 1.453 4.664 -0.924
H -1.233 2.565 -0.711
H -2.414 4.707 -0.959
H -1.140 6.813 -1.175
H 1.330 6.788 -1.143
H 2.536 4.656 -0.926
```

Multiplicity   2
Molar mass   1090.275 g/mol
Net charge   +3
HOMO-LUMO gap (spin up / spin down)   0.2130 / 0.1761 Ha
HOMO (spin up / spin down)   -15.67 / -15.67 eV
ΔE to the lowest compared entry with this formula, charge and spin   28.8 kcal per mole
LUMO (spin up / spin down)   -9.9 / -10.9 eV

***

Record 2
Density functional theory data (ωB97M-V/def2-TZVPD) for a cluster of 11 separate species, C6H36N2O10 in total in a non-equilibrium geometry.

XYZ file:
```
54
C6H36N2O10, DFT ωB97M-V/def2-TZVPD
N -1.843 1.312 1.708
C -1.339 0.040 1.220
C -2.382 -0.711 0.405
C -0.097 0.172 0.301
N 1.205 -0.191 0.878
C 1.477 2.131 1.907
C 2.161 0.928 1.231
C 2.976 1.127 -0.022
H -1.880 2.000 0.968
H -2.637 1.332 2.323
H -1.015 -0.560 2.062
H -2.549 -1.775 0.614
H -3.403 -0.310 0.469
H -2.265 -0.871 -0.674
H -0.095 1.172 -0.155
H -0.175 -0.513 -0.549
H 0.964 -0.644 1.755
H 2.051 2.415 2.793
H 0.465 1.862 2.181
H 1.469 3.022 1.280
H 2.864 0.416 1.897
H 3.522 0.227 -0.324
H 3.730 1.912 -0.087
H 2.361 1.117 -0.934
H 2.121 -1.461 -1.197
H 3.089 -2.115 -2.121
O 2.760 -1.242 -1.889
H 3.213 -2.737 0.780
H 1.768 -2.547 1.107
O 2.374 -3.215 0.755
H -0.737 -3.372 -1.496
H 0.619 -3.908 -1.411
O -0.191 -3.918 -0.888
H -2.124 -2.398 -3.091
H -1.431 -1.299 -2.362
O -1.287 -2.215 -2.646
H -1.134 1.087 -3.956
H -2.130 1.134 -2.601
O -1.415 0.681 -3.135
H 0.167 0.772 3.626
H -0.439 -0.572 3.934
O 0.413 -0.143 3.802
H -3.672 1.311 -1.121
H -2.915 2.552 -1.420
O -3.405 1.834 -1.891
H -0.090 -3.088 0.838
H 0.094 -3.857 2.132
O -0.046 -2.963 1.805
H -0.599 2.868 -1.354
H -1.490 3.972 -0.507
O -1.352 3.058 -0.742
H 1.460 2.347 -1.666
H 0.120 1.533 -2.319
O 0.692 2.290 -2.217
```

SMILES   CC(C)NC[C@H](C)N.O.O.O.O.O.O.O.O.O.O
Molar mass   296.358 g/mol
HOMO-LUMO gap   0.3310 Ha
HOMO   -8.73 eV
ΔE to the lowest compared entry with this formula, charge and spin   57.9 kcal per mole
LUMO   0.3 eV